[1]
ORCA calculation (ωB97M-V with the def2-TZVPD basis set) on a 2-piece molecular cluster, C2H8S2 overall in a non-equilibrium geometry.

Structure (XYZ):
```
12
Properties=species:S:1:pos:R:3:mulliken_charge:R:1
S -1.2999 -0.0934 3.2692 -0.189
S 1.5108 -0.5218 -2.7447 -0.181
C -1.5035 1.5235 4.2336 -0.709
C 1.8365 -1.0564 -4.3997 -0.700
H 2.3198 -2.0475 -4.4249 0.262
H -2.2238 1.4501 5.0657 0.268
H 0.9454 -1.6792 -2.3407 0.108
H -0.5147 1.7855 4.6462 0.246
H -2.6139 -0.2433 2.9984 0.116
H 0.8805 -1.1170 -4.9464 0.264
H 2.4908 -0.3328 -4.9144 0.248
H -1.8281 2.3324 3.5576 0.268
```

Computed properties:
Kohn-Sham gap ... 9.83 eV
HOMO ... -8.933 eV
SMILES string ... CS.CS



[2]
ORCA calculation (ωB97M-V with the def2-TZVPD basis set) on a 2-piece molecular cluster, C2H8S2 overall in a non-equilibrium geometry.

Structure (XYZ):
```
12
Properties=species:S:1:pos:R:3:mulliken_charge:R:1
S 0.5078 2.0708 -1.2348 -0.180
S -0.5433 -4.5561 0.3986 -0.186
C 1.1383 3.6440 -0.3734 -0.740
C -0.9774 -2.8323 0.6621 -0.694
H -1.6792 -2.5001 -0.1214 0.256
H -0.1150 1.7148 -0.0911 0.116
H -0.6517 -4.4776 -0.9448 0.112
H -1.4630 -2.7088 1.6447 0.251
H 1.9361 3.3136 0.3128 0.270
H -0.0823 -2.1887 0.6285 0.262
H 0.3612 4.1616 0.2138 0.271
H 1.5686 4.3588 -1.0949 0.262
```

Computed properties:
Kohn-Sham gap ... 9.73 eV
HOMO ... -9.027 eV
SMILES string ... CS.CS



[3]
ORCA calculation (ωB97M-V with the def2-TZVPD basis set) on a 2-piece molecular cluster, C2H8S3 overall in a non-equilibrium geometry.

Structure (XYZ):
```
13
Properties=species:S:1:pos:R:3:mulliken_charge:R:1
S 2.2459 -2.6131 1.7718 -0.201
S -3.3042 3.0722 -0.5127 -0.050
S -3.1834 1.7240 -2.0921 -0.210
C 2.7928 -4.0272 0.7272 -0.715
C -1.8720 4.1869 -0.7130 -0.731
H 3.1380 -4.8690 1.3363 0.273
H -0.9473 3.6236 -0.6145 0.284
H -1.8251 4.6375 -1.7070 0.293
H 1.9323 -4.4171 0.1978 0.278
H -2.6611 0.6547 -1.5314 0.153
H 3.6753 -3.7507 0.1642 0.254
H -1.9914 4.9748 0.0201 0.262
H 2.0003 -3.1967 2.9533 0.111
```

Computed properties:
Kohn-Sham gap ... 9.64 eV
HOMO ... -9.060 eV
SMILES string ... CSS.CS



Energy relative to the best compared isomer or geometry (same formula, charge and spin)
In order: 0.488; 0.544; 0.410
Unit: eV